[1]
Below is a 16-piece molecular cluster, C36H69BF4N12O3 overall in a non-equilibrium geometry, with properties calculated with ωB97M-V/def2-TZVPD.

Calculated values
- Net charge: 0
- Energy relative to the best compared isomer or geometry (same formula, charge and spin): 0.00 kcal per mole
- Energy: -2719.71649 Ha
- E_LUMO: -0.07 eV
- E_HOMO: -10.21 eV

Geometry (Å):
1 F -5.20614 -4.45956 2.64938
2 F -3.35614 -3.19556 2.58038
3 F -4.86414 -3.29056 0.80738
4 F -3.55714 -5.08056 1.31538
5 O 0.57686 2.21244 3.91038
6 O 0.31586 0.58044 6.02338
7 O 3.71386 4.51744 -2.96662
8 N -0.71314 4.48444 -0.70062
9 N -5.14314 -0.38056 -3.79262
10 N -2.05714 2.61944 -3.22862
11 N 4.02086 -0.92956 1.02838
12 N 1.33386 -3.13756 -3.66462
13 N -5.89514 4.53344 -0.87462
14 N 0.15386 -4.28056 -0.59162
15 N 1.17486 0.39244 -4.29662
16 N 0.17286 -0.23356 -0.22962
17 N -3.30914 1.85944 0.96538
18 N 2.13786 -4.03356 2.61138
19 N 4.64586 -0.60456 5.57438
20 C -0.99514 -0.98056 0.49638
21 C -4.73914 -2.81556 -2.73062
22 C -2.02914 -1.46156 -0.54762
23 C 0.93986 -4.18056 2.66538
24 C -0.68314 0.41944 -1.30062
25 C -4.59614 -0.11356 2.35038
26 C 1.16186 -4.80956 -0.91662
27 C 0.33186 -0.07856 -4.85462
28 C 5.05486 -3.39656 0.08538
29 C 0.52086 -3.71156 -4.23062
30 C 2.41986 2.72944 0.90138
31 C 1.05486 6.20044 0.52738
32 C 0.89286 0.67244 0.74338
33 C -3.91814 1.09344 1.57638
34 C -1.73714 -0.59356 -1.75662
35 C 0.00086 5.22444 -0.11062
36 C -0.78914 2.71844 3.95538
37 C 0.75386 -1.36956 4.60038
38 C 4.55086 3.60344 -2.45662
39 C -5.61214 3.50544 -1.20462
40 C -0.63814 -4.38756 -4.97962
41 C 4.44486 -2.04856 0.57138
42 C -0.90414 -0.69856 -5.64962
43 C -1.05914 3.01144 -3.74862
44 C 4.42086 0.46944 5.24838
45 C -4.87314 -1.38956 -3.34062
46 C -5.23814 2.07844 -1.61462
47 C 4.19686 1.98044 4.78138
48 C 4.46386 2.30944 -3.19062
49 C 2.37186 -5.56056 -1.38262
50 C -0.90914 3.96744 2.98538
51 C 1.00786 -1.15456 -0.82862
52 C 0.18786 3.50244 -4.43162
53 C 1.66186 1.71744 -0.01462
54 C 0.43386 -0.81756 5.95338
55 C -0.52914 -4.43856 2.86838
56 B -4.23814 -3.93956 1.86638
57 H 4.37686 3.51744 -1.36262
58 H -1.15514 -1.78656 -5.33862
59 H -3.57714 -3.04556 -2.24262
60 H -2.60814 -0.19756 -2.06062
61 H -0.13014 0.95344 -1.93062
62 H -3.83114 -0.59656 3.05238
63 H 4.72886 2.34544 4.05138
64 H 3.22986 2.16644 1.54938
65 H -1.36014 2.95044 5.01838
66 H 1.51586 0.24944 1.38238
67 H -1.70814 -0.14456 -5.35362
68 H -0.44114 -5.36956 -5.32262
69 H -0.06314 -1.09856 3.70638
70 H 1.76686 -0.94956 4.18538
71 H -0.60114 -1.69156 1.01838
72 H 3.06286 2.23844 4.60038
73 H 1.77086 -1.81656 -0.20062
74 H 0.16286 1.25644 1.33738
75 H 4.59586 2.64544 5.49738
76 H -0.30414 4.75344 3.16738
77 H -5.12914 -3.51456 -3.38462
78 H 4.79986 2.62444 -4.12562
79 H 1.54186 -0.88956 -1.79162
80 H 4.34186 -4.16256 0.14338
81 H -5.04514 -0.65456 1.43938
82 H 0.61486 2.71444 -5.22162
83 H 1.28686 -1.19856 6.67038
84 H -4.10614 2.00244 -1.63662
85 H 2.34786 1.25144 -0.89162
86 H 0.69386 -2.28656 4.85238
87 H 0.54386 7.15744 0.53338
88 H 5.95386 -3.52956 0.61138
89 H -1.72114 -4.10456 -4.56062
90 H -1.02814 -4.71756 1.86838
91 H 0.98486 2.63544 -0.61662
92 H 5.14986 1.37344 -2.83062
93 H 1.93286 6.18844 -0.06362
94 H 0.71986 3.80144 -3.48462
95 H -1.96514 -2.49956 -0.73262
96 H -5.69014 1.65244 -2.62162
97 H -1.31714 1.22644 -0.87962
98 H 3.14586 3.49244 0.55538
99 H -1.91114 4.23344 3.33038
100 H 5.50986 4.01644 -2.44162
101 H -1.41414 -1.43956 -2.71062
102 H 1.22786 6.04244 1.55338
103 H -0.97514 -0.43456 -6.63862
104 H -0.82514 3.61344 1.95938
105 H 0.51286 -1.89756 -1.58062
106 H 0.22386 0.71844 6.86838
107 H 1.95686 -6.18656 -1.97162
108 H -1.50914 2.00644 3.46938
109 H -5.29814 -2.69256 -1.77262
110 H 3.04786 -4.99456 -1.93262
111 H -5.38814 0.21744 2.82138
112 H 3.48286 1.89244 -3.23862
113 H -5.40714 1.27944 -0.88062
114 H -1.36214 -0.06956 1.21738
115 H -0.89514 -5.31856 3.28438
116 H 0.63686 1.58144 4.49638
117 H -2.89314 -1.54156 -0.06362
118 H -0.64914 -3.76756 -5.99362
119 H 5.03386 -3.29156 -1.01162
120 H -0.82714 -3.50656 3.24338
121 H 0.12986 4.35744 -4.89162
122 H 4.21186 5.45044 -3.12762
123 H 1.78886 3.23344 1.63338
124 H 3.10186 -5.93556 -0.62362
125 H -0.52714 -1.33956 6.40938

***

[2]
Below is C36H70CuF6N9O13S2 as an isolated structure in a non-equilibrium geometry, with properties calculated with ωB97M-V/def2-TZVPD.

Calculated values
- Net charge: 0
- Energy: -5920.35819 Ha
- E_LUMO: -4.59 eV
- E_HOMO: -8.71 eV

Geometry (Å):
1 Cu -8.69619 27.07909 15.18091
2 S -5.59822 23.03175 12.83807
3 S -7.98183 22.37671 11.98870
4 F -10.56650 22.07866 11.30688
5 F -3.86735 21.96562 14.64410
6 F -10.15532 22.37540 13.51472
7 F -5.63759 22.87583 15.58670
8 F -5.88385 20.88505 14.57105
9 F -10.12911 23.93666 12.15867
10 O -4.81233 29.77869 17.21528
11 O -10.43391 30.42562 11.70808
12 O -4.76163 24.25232 12.82839
13 O -11.96317 26.26200 18.92234
14 O 2.51641 30.18155 16.50812
15 O -9.04917 22.88489 25.80471
16 O -3.05840 14.65214 7.60445
17 O -7.70323 20.98597 12.29548
18 O -7.90885 22.84406 10.61909
19 O 3.86530 14.83840 20.52994
20 O -11.72488 23.29927 2.84097
21 O -20.52639 25.19577 15.78971
22 O -5.22147 22.11762 11.77046
23 N -2.63555 30.50268 16.67554
24 N -3.04931 28.33846 3.87889
25 N -18.66268 26.39568 16.02571
26 N -10.59110 24.04080 4.59498
27 N -11.05213 31.09606 9.61864
28 N -11.53663 26.14579 21.23024
29 N -7.58014 21.18640 25.16650
30 N 2.45119 28.43990 14.96112
31 N -7.31123 23.37880 12.98648
32 C -7.98567 21.24813 23.81514
33 C -19.40567 27.46275 16.68060
34 C -10.66501 21.62892 4.23870
35 C -9.83856 22.66401 12.27991
36 C -3.80722 26.16257 3.11104
37 C -1.86997 14.02622 7.09523
38 C -0.88081 15.19632 7.09317
39 C -12.96182 24.42117 20.02749
40 C -10.98102 25.44690 4.47294
41 C -5.23299 22.07964 14.54904
42 C 4.59254 16.57874 19.19871
43 C -10.51478 27.11990 21.25232
44 C 4.71652 15.10050 19.34902
45 C -12.11141 25.72784 20.05973
46 C -11.09252 23.05171 3.83755
47 C 2.70209 30.88329 14.38217
48 C -3.21381 29.68024 18.95196
49 C -2.77845 26.32739 5.27954
50 C -12.33399 31.63034 10.06934
51 C -1.29663 15.91950 8.39146
52 C -7.82531 21.83512 27.56784
53 C -19.31577 25.33943 15.56926
54 C -3.55582 25.60578 4.32588
55 C -18.62112 24.22299 14.82091
56 C -8.80122 29.95864 10.04200
57 C -10.15121 30.53667 10.45768
58 C -2.51308 27.68017 4.94838
59 C -3.61727 27.54445 2.92645
60 C 1.90918 27.41118 15.83135
61 C -2.79478 15.74185 8.44428
62 C -3.57948 29.98133 17.50232
63 C 2.87053 15.81737 20.79746
64 C -2.86269 30.87774 15.28948
65 C -8.18850 22.05021 26.08649
66 C 2.66735 29.75434 15.36435
67 C 3.16080 16.91412 19.71226
68 H 3.73869 30.96216 14.05453
69 H -3.90564 31.17242 15.17325
70 H 5.37314 17.07975 19.77121
71 H -7.09012 21.03096 27.59827
72 H 4.22339 14.57457 18.53151
73 H 3.06003 17.88124 20.20483
74 H -11.19741 25.95901 5.41050
75 H 0.12274 14.77213 7.06090
76 H -10.74031 31.51981 8.75648
77 H -19.80638 27.19770 17.65900
78 H -7.98747 30.04557 10.76197
79 H -11.66610 25.52244 3.62851
80 H -1.52565 13.36183 7.88778
81 H -12.49603 32.51111 9.44797
82 H -8.64423 21.68985 28.27239
83 H 2.65081 27.05418 16.54594
84 H -17.78906 26.61811 15.57028
85 H -18.77884 23.37669 15.48949
86 H 1.79034 26.68786 15.02465
87 H -7.46116 21.87982 23.09823
88 H 1.83680 15.59822 20.53013
89 H -2.19914 30.01641 19.16534
90 H -20.18052 27.88548 16.04107
91 H -19.23851 24.04235 13.94096
92 H -12.88642 23.58759 19.32925
93 H -7.83524 20.22568 23.46862
94 H -3.71707 24.57064 4.58835
95 H -11.60234 25.54442 22.03902
96 H -3.92189 30.07921 19.67828
97 H 3.01780 16.19320 21.80997
98 H -10.65873 27.78338 20.39958
99 H -3.78899 28.04509 1.98503
100 H -2.76477 30.00330 14.64615
101 H -1.06879 15.73055 6.16185
102 H -9.07664 28.93444 9.79051
103 H 4.81203 16.97130 18.20582
104 H -9.02529 21.57351 23.85308
105 H -9.58339 26.60024 21.02744
106 H -1.99340 13.57239 6.11192
107 H -2.06024 28.39163 5.62304
108 H -8.44484 30.47507 9.15072
109 H 2.47411 28.22304 13.97495
110 H -2.41985 25.79746 6.14959
111 H -3.20596 28.59455 19.04847
112 H -13.17218 30.93636 10.00670
113 H 0.94890 27.68085 16.27095
114 H -14.00851 24.70603 19.92068
115 H 5.74549 14.74436 19.39878
116 H -6.90370 20.53230 25.53348
117 H 2.32753 31.85322 14.70934
118 H 2.12654 30.58282 13.50663
119 H -1.69562 30.72037 16.97426
120 H -10.15160 26.07827 4.15430
121 H -7.33840 22.74931 27.90738
122 H -0.89905 16.91656 8.58093
123 H -3.39913 16.58934 8.12085
124 H -9.70619 21.72231 4.74864
125 H -12.91489 24.09175 21.06546
126 H -12.42605 31.90316 11.12062
127 H -0.98001 15.29439 9.22638
128 H -9.84503 23.84073 5.24572
129 H -4.26681 25.67427 2.26444
130 H 2.37243 17.04284 18.97063
131 H -3.10297 15.54742 9.47157
132 H -11.30383 21.39159 5.08939
133 H -10.51085 20.84788 3.49417
134 H -10.23996 27.73766 22.10729
135 H -17.57487 24.46861 14.63891
136 H -18.73177 28.27824 16.94318
137 H -2.27591 31.72421 14.93271